No. 1
Below is C47H67InN3O2P2Si4 as an isolated structure at a distorted geometry, with properties calculated with ωB97M-V/def2-TZVPD.

Output
Charge: -1
E_HOMO (eV): -3.91
Energy (eV): -113660.618

Structure (XYZ):
```
126
Properties=species:S:1:pos:R:3:forces:R:3:lowdin_charge:R:1
In 0.001858 0.889528 0.139756 -0.49 0.42 -0.19 0.61
C 3.089136 -3.940694 -2.254544 -0.13 -0.12 -0.12 -0.17
Si 3.219876 -2.438453 -1.133349 -0.11 0.15 0.25 0.30
C 4.064497 -1.132373 -2.175552 0.07 0.12 -0.09 -0.17
C 4.410189 -2.877009 0.259754 0.09 -0.10 0.07 -0.18
N 1.785888 -1.848037 -0.411370 0.09 0.12 -0.15 -0.26
P 0.257246 -2.147913 -0.737255 -0.32 -0.03 -0.16 0.63
C -0.971454 -1.166969 -0.041938 0.95 0.07 0.67 -0.49
P -1.748952 -1.188100 1.512747 -0.11 -0.02 -0.21 0.63
N -1.003562 -0.574249 2.766656 -0.08 -0.14 -0.16 -0.25
Si -0.225279 -1.214163 4.119784 -0.02 0.08 -0.01 0.29
C -0.182585 0.059453 5.500739 -0.01 0.12 0.05 -0.19
C 1.564908 -1.697909 3.784972 0.16 -0.03 -0.11 -0.18
C -0.972411 -2.759572 4.888571 -0.10 -0.11 0.07 -0.18
C -3.239879 -0.154128 1.159981 0.10 0.09 0.04 -0.31
C -4.282159 -0.630679 0.364827 0.02 -0.02 -0.12 -0.11
C -5.423619 0.125984 0.162570 0.03 0.00 0.00 -0.10
C -5.528660 1.399798 0.717066 0.06 0.01 -0.02 -0.11
C -4.479499 1.905118 1.466724 -0.01 -0.04 -0.05 -0.08
C -3.351817 1.119847 1.695299 -0.11 -0.08 0.05 -0.08
C -2.612317 -2.720750 2.096336 -0.06 -0.08 -0.06 -0.25
C -3.857457 -2.576168 2.720734 0.00 -0.04 0.02 -0.09
C -4.490756 -3.649831 3.326932 0.03 0.00 -0.01 -0.09
C -3.890617 -4.902786 3.334040 0.00 0.01 -0.03 -0.10
C -2.645277 -5.057608 2.749508 -0.02 0.05 -0.03 -0.09
C -2.013580 -3.976062 2.145966 -0.07 0.07 0.06 -0.11
C 0.061654 -2.071654 -2.581358 0.00 0.19 0.01 -0.25
C 0.046425 -0.813047 -3.194226 -0.03 -0.06 0.03 -0.09
C -0.014587 -0.685314 -4.572057 0.01 -0.06 -0.01 -0.08
C -0.062649 -1.815159 -5.380536 0.01 0.01 0.03 -0.10
C -0.036063 -3.068469 -4.793026 0.00 0.01 0.05 -0.10
C 0.031978 -3.192207 -3.408193 0.01 -0.04 0.00 -0.11
C -0.092305 -3.912566 -0.434131 -0.08 -0.07 0.01 -0.32
C 0.822086 -4.686178 0.271915 -0.04 -0.05 -0.03 -0.11
C 0.543732 -6.016858 0.565676 -0.03 0.03 -0.03 -0.08
C -0.649290 -6.584727 0.140056 0.01 0.02 -0.01 -0.10
C -1.569724 -5.817768 -0.565657 0.05 0.01 -0.02 -0.09
C -1.294567 -4.488167 -0.843498 0.00 -0.04 0.01 -0.11
H 4.091246 -4.351516 -2.411212 0.00 0.01 -0.01 0.03
H 2.683362 -3.659531 -3.230610 0.04 -0.03 0.05 0.02
H 2.457720 -4.733419 -1.848030 0.04 -0.01 -0.01 0.01
H 4.836103 -1.582871 -2.808328 0.01 0.02 0.03 0.03
H 4.550697 -0.375393 -1.550726 -0.04 0.00 -0.03 0.02
H 3.346892 -0.619116 -2.821244 0.05 -0.05 0.00 0.02
H 5.173678 -3.587252 -0.073852 0.01 0.05 0.03 0.02
H 3.880620 -3.320154 1.108151 0.03 -0.01 -0.04 0.01
H 4.922448 -1.984108 0.630251 -0.04 -0.01 0.01 0.02
H 0.541290 0.852454 5.295795 -0.03 0.02 -0.01 0.02
H 0.085910 -0.403109 6.455901 0.01 0.01 -0.04 0.02
H -1.163733 0.528076 5.612271 0.01 0.00 0.05 0.02
H 2.234202 -0.831327 3.817112 0.01 -0.01 -0.09 0.02
H 1.655272 -2.181859 2.804029 0.04 0.05 0.04 0.01
H 1.928866 -2.402455 4.539378 0.00 0.01 -0.01 0.02
H -2.059670 -2.701405 4.995216 0.05 -0.01 0.01 0.03
H -0.533773 -2.881125 5.884317 -0.02 -0.02 0.01 0.02
H -0.745624 -3.658911 4.311532 0.01 0.08 0.10 0.02
H -4.203760 -1.614439 -0.085431 0.02 0.01 0.00 0.11
H -6.230183 -0.268741 -0.443540 0.00 0.00 0.00 0.10
H -6.416888 1.995872 0.546622 0.00 0.00 0.00 0.10
H -4.530480 2.904658 1.881928 -0.01 -0.01 0.00 0.10
H -2.561683 1.478840 2.328765 0.22 0.12 0.16 0.06
H -4.333540 -1.605336 2.751896 -0.01 -0.05 0.01 0.10
H -5.452263 -3.503305 3.804187 0.00 0.00 -0.01 0.10
H -4.385692 -5.744282 3.803664 0.01 0.00 0.01 0.09
H -2.146443 -6.018912 2.769182 0.00 0.00 -0.01 0.10
H -1.019941 -4.113701 1.754441 0.03 -0.02 -0.02 0.08
H 0.084063 0.085673 -2.589675 0.01 -0.03 0.01 0.03
H -0.025982 0.300707 -5.019376 0.00 -0.01 -0.01 0.09
H -0.114113 -1.715682 -6.458096 0.00 0.00 0.00 0.09
H -0.060326 -3.959396 -5.409175 0.00 -0.01 0.01 0.10
H 0.083701 -4.185090 -2.980176 -0.03 0.02 0.00 0.09
H 1.746639 -4.229536 0.605829 -0.02 -0.01 0.01 0.08
H 1.258188 -6.607320 1.126199 0.00 0.00 0.00 0.10
H -0.867515 -7.621793 0.365241 0.00 0.00 0.00 0.10
H -2.508902 -6.253451 -0.883443 0.00 0.00 0.01 0.10
H -2.023359 -3.879168 -1.366227 0.01 0.00 -0.02 0.12
C 1.730877 3.902730 2.027209 0.22 -0.06 -0.10 -0.22
Si 0.095314 3.009385 1.664043 -0.33 -0.14 -0.05 0.53
C -0.753317 3.023470 3.365454 -0.04 0.01 0.05 -0.22
C -0.900620 4.249312 0.588481 -0.03 0.10 0.02 -0.31
C -1.076599 5.529502 1.141514 -0.04 -0.03 -0.04 -0.12
C -1.810262 6.518175 0.506313 0.01 -0.05 -0.04 -0.11
C -2.398788 6.244931 -0.724233 0.03 -0.04 0.04 -0.11
C -2.226825 4.994061 -1.294727 0.04 -0.02 0.09 -0.11
C -1.481845 3.978309 -0.670050 -0.05 0.14 -0.04 -0.30
Si -1.241838 2.348820 -1.644590 0.16 0.07 0.13 0.50
C -2.934677 1.633403 -2.046675 -0.09 -0.07 -0.07 -0.21
C -0.649535 2.938953 -3.349548 0.14 -0.03 -0.10 -0.21
H 1.622048 4.482797 2.947266 0.00 0.05 -0.04 0.02
H 1.988867 4.593075 1.222680 0.06 0.00 -0.05 0.01
H 2.562595 3.208949 2.171501 -0.03 0.01 0.03 0.01
H -1.622842 3.687644 3.357295 0.01 -0.04 0.03 0.03
H -0.053958 3.391161 4.121556 -0.03 0.03 0.00 0.02
H -1.069493 2.033431 3.683022 -0.06 -0.12 -0.02 -0.03
H -0.629908 5.756938 2.106809 -0.01 -0.01 -0.01 0.10
H -1.926164 7.493065 0.966562 0.00 0.00 0.00 0.09
H -2.984149 7.002794 -1.232959 0.01 0.00 0.00 0.09
H -2.684398 4.797471 -2.260950 0.01 -0.01 0.02 0.09
H -3.438626 2.222555 -2.821515 -0.01 -0.02 0.04 0.02
H -3.579896 1.589031 -1.173186 -0.05 -0.01 0.08 0.00
H -2.812700 0.608560 -2.412281 -0.03 0.03 -0.02 0.03
H -1.514555 3.306724 -3.910702 0.04 0.03 -0.02 0.02
H -0.208325 2.121042 -3.924387 -0.02 0.05 0.02 -0.01
H 0.078760 3.748828 -3.287354 0.05 0.01 0.03 0.01
O 2.449882 0.541117 1.011972 -0.21 -0.21 -0.01 -0.13
H 2.501626 -0.119660 0.294483 0.00 -0.33 -0.19 -0.02
H 2.167851 -0.032219 1.739156 0.03 0.06 0.21 0.02
O 2.119539 1.489730 -1.727764 0.19 0.17 -0.06 0.02
C 3.190865 2.061331 -1.808880 -0.17 -0.30 0.03 -0.50
C 3.858704 2.768984 -0.664695 0.04 0.11 -0.08 -0.09
C 3.908973 4.270097 -1.051611 -0.02 -0.06 0.03 -0.17
C 2.760362 4.737702 -1.973942 -0.01 -0.04 0.01 -0.18
C 3.001150 4.531075 -3.483779 -0.02 0.01 0.01 -0.18
C 3.013736 3.072820 -3.956075 0.09 0.02 0.13 -0.17
N 3.816698 2.252552 -3.037642 0.02 0.04 -0.12 0.07
H 4.864145 2.372203 -0.499256 0.00 0.01 0.00 0.13
H 3.277054 2.592421 0.231724 -0.04 0.01 0.05 0.07
H 4.864085 4.504010 -1.533854 -0.01 0.01 0.00 0.10
H 3.885689 4.852036 -0.130815 -0.01 0.02 0.04 0.10
H 2.607565 5.805975 -1.809724 0.02 0.02 -0.02 0.11
H 1.823382 4.258973 -1.666881 0.00 0.00 -0.02 0.11
H 3.964029 4.991947 -3.737759 -0.01 0.01 0.00 0.11
H 2.239051 5.076198 -4.048078 0.00 0.00 0.00 0.11
H 3.422517 2.993132 -4.963439 0.00 0.00 -0.02 0.11
H 2.014472 2.651551 -3.967686 -0.10 -0.04 0.01 0.09
H 4.731998 2.666121 -2.908670 -0.02 0.02 -0.01 0.12
```
Forces are in eV/Å.


No. 2
Below is C47H72AuN5O4SbSi3 as an isolated structure at a distorted geometry, with properties calculated with ωB97M-V/def2-TZVPD.

Output
Charge: +1
E_HOMO (eV): -9.23
Energy (eV): -99408.503

Structure (XYZ):
```
133
Properties=species:S:1:pos:R:3:forces:R:3:lowdin_charge:R:1
Au 0.147963 0.324027 -1.147337 0.11 2.05 0.05 1.24
C -4.836388 0.119090 1.598854 0.08 0.03 -0.03 -0.06
C -4.442499 0.704229 0.240279 -0.05 0.02 0.09 -0.36
C -5.561850 1.627046 -0.269486 0.09 -0.02 -0.03 -0.05
C -4.148851 -0.311055 -0.849465 0.16 0.28 -0.11 -0.15
C -5.063172 -1.323997 -1.103597 -0.09 -0.11 -0.09 -0.03
C -4.937453 -2.152191 -2.205489 0.02 0.09 0.02 -0.04
C -3.925153 -1.923700 -3.122940 0.02 -0.08 0.00 -0.03
C -2.982969 -0.925806 -2.914111 0.01 0.26 -0.06 -0.17
C -1.986734 -0.588365 -4.011841 -0.14 -0.18 -0.12 -0.37
C -1.326431 -1.809398 -4.658534 -0.03 0.12 0.14 -0.06
C -2.736063 0.223650 -5.080431 0.15 0.12 0.11 -0.04
C -3.060161 -0.153161 -1.734009 -0.36 -0.37 -0.19 -0.21
N -2.037188 0.791057 -1.473370 1.10 -1.01 0.19 0.04
C -2.245021 2.053117 -1.884290 -0.18 0.37 -0.21 -0.50
O -3.274891 2.495826 -2.366531 0.09 -0.09 0.10 0.08
C -1.068061 2.958809 -1.725333 -0.36 0.23 -0.11 -0.17
C -1.118718 4.296634 -2.073609 0.11 -0.04 0.02 0.04
C 0.050901 5.041292 -2.020768 -0.01 -0.04 0.04 0.01
C 1.232455 4.424728 -1.632813 -0.10 -0.07 0.11 0.05
C 1.198437 3.083961 -1.296722 0.39 0.32 0.03 -0.17
N 0.064390 2.403116 -1.329596 0.13 -1.38 -0.08 0.06
C 2.447618 2.312804 -1.021825 0.00 0.35 0.20 -0.50
O 3.513382 2.890689 -0.942198 -0.03 -0.10 -0.13 0.11
N 2.261883 0.979848 -0.909443 -1.08 -1.30 0.26 0.03
C 3.416893 0.173005 -1.030828 0.49 -0.30 -0.24 -0.20
C 4.094959 -0.379521 0.080193 -0.07 0.18 0.09 -0.13
C 5.242316 -1.129325 -0.149841 0.10 0.07 -0.14 -0.03
C 5.733664 -1.335151 -1.428384 0.07 0.12 0.05 -0.07
C 5.071536 -0.782804 -2.509195 0.06 -0.09 -0.10 -0.02
C 3.925312 -0.020750 -2.336201 -0.27 0.07 0.18 -0.14
C 3.284249 0.619751 -3.551551 0.20 -0.10 -0.12 -0.37
C 4.253306 1.642906 -4.157223 -0.16 0.03 0.07 -0.04
C 2.863286 -0.436961 -4.577555 -0.06 0.13 0.12 -0.05
C 3.678532 -0.211044 1.527321 -0.25 0.16 0.00 -0.34
C 2.461115 -1.080421 1.828782 0.28 -0.12 -0.06 -0.09
C 3.451496 1.246058 1.950439 0.10 -0.09 -0.15 -0.05
H -5.249130 0.910118 2.226482 -0.02 0.01 0.01 0.08
H -3.974879 -0.300852 2.116924 -0.15 0.11 0.03 0.02
H -5.594784 -0.658447 1.504117 -0.04 0.01 0.05 0.08
H -3.539678 1.298078 0.398203 0.00 -0.04 -0.04 0.07
H -6.486663 1.063480 -0.406078 -0.02 -0.01 0.06 0.09
H -5.291746 2.069242 -1.225497 -0.03 0.04 -0.04 0.07
H -5.747650 2.427851 0.448125 -0.04 -0.02 0.01 0.08
H -5.913544 -1.456770 -0.447233 0.03 0.02 0.05 0.12
H -5.655294 -2.943626 -2.376488 -0.03 0.02 -0.01 0.11
H -3.893060 -2.514810 -4.028669 0.05 -0.02 0.00 0.11
H -1.196488 0.040147 -3.593446 -0.02 0.01 -0.04 0.10
H -2.068984 -2.471422 -5.102272 0.02 -0.03 -0.04 0.08
H -0.745862 -2.385899 -3.937578 0.04 -0.07 -0.01 0.06
H -0.655447 -1.486627 -5.455167 0.02 -0.01 0.00 0.08
H -3.490046 -0.401599 -5.560646 -0.02 0.01 -0.01 0.09
H -2.044400 0.578923 -5.846065 -0.01 -0.01 -0.03 0.08
H -3.234950 1.083012 -4.631942 -0.03 0.00 -0.04 0.08
H -2.059608 4.700303 -2.419780 -0.04 -0.03 0.04 0.14
H 0.050157 6.083762 -2.309274 -0.01 0.00 0.01 0.13
H 2.186677 4.932196 -1.611102 0.01 -0.02 0.04 0.14
H 5.780092 -1.533720 0.699098 -0.03 -0.01 0.02 0.12
H 6.637456 -1.907440 -1.586437 -0.02 -0.04 0.02 0.11
H 5.473634 -0.928361 -3.503588 -0.02 0.00 -0.02 0.12
H 2.384173 1.151498 -3.240710 0.01 -0.02 -0.02 0.11
H 5.151280 1.152814 -4.534365 0.01 0.01 -0.03 0.08
H 4.548761 2.369235 -3.400034 0.05 0.03 -0.03 0.08
H 3.779115 2.174679 -4.983339 0.02 -0.02 -0.04 0.08
H 3.721258 -1.005556 -4.936076 -0.01 -0.02 -0.02 0.08
H 2.391770 0.041812 -5.436633 -0.01 -0.03 -0.03 0.08
H 2.147415 -1.136293 -4.137370 -0.01 -0.06 -0.05 0.07
H 4.505434 -0.596928 2.129494 0.04 0.02 -0.08 0.13
H 1.614007 -0.773405 1.218975 -0.14 0.05 0.05 0.00
H 2.180845 -0.988808 2.876250 -0.09 -0.04 -0.13 0.04
H 2.681676 -2.131164 1.622924 -0.01 -0.04 0.03 0.09
H 2.464622 1.590928 1.644220 -0.06 0.03 0.05 0.04
H 4.201008 1.898758 1.502055 0.00 0.04 0.06 0.09
H 3.524274 1.328761 3.035608 -0.04 0.03 0.00 0.07
C -0.961151 1.099976 6.139906 0.23 0.03 -0.06 -0.22
Si 0.379699 1.161985 4.809745 -0.46 0.06 -0.04 0.34
C 1.271801 2.823233 4.939280 -0.04 -0.20 -0.08 -0.23
C 1.631239 -0.199184 5.211569 -0.12 0.12 -0.20 -0.21
Sb -0.786075 0.855975 2.423672 0.29 0.03 -0.38 0.75
Si -2.111177 3.334245 2.285874 0.36 -1.03 0.88 0.43
C -3.191461 4.034749 0.901620 0.19 -0.43 -0.10 -0.18
C -3.086059 3.245246 3.905989 0.01 0.62 -0.31 -0.24
C -0.523156 4.353306 2.321178 -0.34 0.04 0.06 -0.23
Si -1.651537 -1.677412 2.821160 -0.08 0.67 0.41 0.35
C -0.162278 -2.840480 2.831550 -0.11 0.27 -0.06 -0.21
C -2.495654 -1.752606 4.512665 -0.03 -0.25 -0.28 -0.23
C -2.797054 -2.284762 1.446934 0.24 -0.11 0.11 -0.22
H -0.513828 1.315100 7.114322 0.04 0.01 0.02 0.04
H -1.427417 0.118487 6.204873 0.01 -0.01 -0.03 0.00
H -1.749720 1.831995 5.971635 0.03 -0.04 -0.01 0.00
H 1.990212 2.781820 5.761493 -0.02 -0.07 0.05 0.04
H 0.579146 3.636719 5.158636 -0.02 -0.02 0.01 0.02
H 1.826689 3.073779 4.034360 0.01 -0.01 -0.01 0.01
H 1.876908 -0.145688 6.274759 -0.07 0.08 0.04 0.04
H 2.563013 -0.076826 4.657856 -0.03 0.02 0.04 0.01
H 1.246831 -1.200728 5.017378 -0.01 0.01 0.03 0.01
H -3.471382 3.326450 0.126538 -0.07 -0.01 -0.04 -0.01
H -2.660430 4.847887 0.405674 0.06 0.07 0.08 0.03
H -4.118198 4.432700 1.317525 0.03 -0.01 0.09 0.04
H -3.653136 2.318654 3.982119 0.05 -0.05 -0.07 0.02
H -3.795114 4.075788 3.972414 -0.01 0.02 0.05 0.03
H -2.421117 3.314438 4.766864 0.03 -0.03 -0.06 0.00
H 0.103644 4.115230 1.458209 -0.01 -0.04 -0.03 0.01
H 0.065585 4.185632 3.219402 -0.02 -0.05 -0.07 -0.02
H -0.762487 5.419030 2.272646 -0.03 0.03 -0.02 0.04
H 0.567482 -2.602576 3.603748 0.01 0.01 -0.03 0.01
H 0.349279 -2.837863 1.867611 0.03 0.00 -0.03 0.00
H -0.512107 -3.860130 3.014029 -0.12 0.01 0.01 0.05
H -1.762164 -1.852940 5.313671 0.05 0.03 -0.02 0.02
H -3.145356 -2.631158 4.559647 0.01 -0.04 0.01 0.03
H -3.109879 -0.876960 4.719893 0.01 0.04 -0.06 0.02
H -2.944430 -1.549186 0.661375 0.06 -0.09 0.04 -0.01
H -3.778625 -2.548167 1.842956 0.00 0.03 0.00 0.05
H -2.373814 -3.181941 0.991349 0.03 -0.05 0.07 0.02
O 5.925198 -4.469036 -2.129646 -0.04 0.06 -0.15 -0.03
C 5.226993 -4.703989 -0.928163 0.02 -0.09 0.26 -0.23
N 3.968059 -4.007519 -1.034481 0.08 -0.05 -0.19 0.12
C 2.797617 -4.610823 -0.743488 0.25 0.04 0.08 -0.43
O 2.714062 -5.720098 -0.251133 -0.09 0.01 -0.12 0.09
C 1.536990 -3.829873 -1.005870 -0.27 0.05 -0.01 -0.07
C 0.353811 -4.563144 -1.075880 -0.01 0.05 -0.01 0.05
C -0.847279 -3.900320 -1.236089 0.17 0.02 -0.04 -0.01
C -0.838990 -2.519822 -1.276697 -0.22 0.03 0.09 -0.13
N 0.291494 -1.815107 -1.199967 -0.17 0.96 0.08 -0.03
C 1.464664 -2.451338 -1.092264 0.29 -0.02 0.02 -0.06
H 6.670089 -5.074209 -2.191735 0.01 -0.04 0.03 0.10
H 5.793099 -4.320161 -0.070470 -0.01 0.00 -0.05 0.13
H 5.006199 -5.759858 -0.768677 0.00 0.03 0.02 0.13
H 4.016997 -3.111939 -1.497669 -0.13 0.00 0.02 0.11
H 0.406532 -5.640807 -0.999336 0.03 -0.01 0.04 0.14
H -1.785668 -4.430043 -1.313737 -0.02 0.03 0.00 0.13
H -1.755522 -1.957680 -1.386459 0.04 -0.09 0.12 0.08
H 2.345423 -1.819957 -1.064400 -0.02 -0.08 0.10 0.09
```
Forces are in eV/Å.